No. 1
{
  "formula": "C4H8N2O2",
  "method": "wB97M-V/def2-TZVPD",
  "symbols": ["C", "C", "C", "C", "H", "H", "H", "H", "H", "H", "H", "H", "N", "N", "O", "O"],
  "xyz": [[2.4853, 0.4495, 0.3736], [1.2106, 1.0634, 0.6347], [-1.0493, -1.1163, -0.3082], [-2.4192, -0.5497, -0.4281], [1.1816, -0.7680, -0.4752], [2.9420, 0.2324, 1.6384], [3.4487, 1.2086, 0.1251], [1.1072, 2.0716, 1.0762], [-0.9165, -2.2386, -0.5412], [-3.1416, -0.6358, 0.5890], [-2.9164, -1.3098, -1.2783], [-1.9653, 1.4049, -0.1528], [0.0354, 0.7266, 0.1398], [0.0963, -0.6121, -0.1131], [2.4011, -0.7804, -0.4517], [-2.5000, 0.8539, -0.8283]],
  "lowdin_charge": [-0.289, -0.136, -0.085, -0.224, -0.008, 0.180, 0.164, 0.121, 0.157, 0.173, 0.170, 0.103, 0.043, 0.001, -0.231, -0.140],
  "lumo_energy_ev": -0.24,
  "gap_ev": 8.6
}


No. 2
{
  "formula": "C4H8N2O2",
  "method": "wB97M-V/def2-TZVPD",
  "symbols": ["N", "C", "C", "O", "H", "H", "H", "H", "H", "C", "O", "C", "N", "H", "H", "H"],
  "xyz": [[1.6363, 0.2697, -1.5541], [0.7623, 1.0549, -0.7906], [-0.5915, 1.0739, -1.0294], [-1.3424, 2.1418, -0.6810], [2.5828, 0.3133, -1.1806], [1.3399, -0.7005, -1.6032], [1.2121, 2.0046, -0.5028], [-1.1241, 0.2608, -1.5034], [-2.2647, 1.8609, -0.5660], [-0.8840, -1.7493, 1.2039], [-0.7229, -0.3372, 1.2745], [0.6090, 0.0689, 1.4167], [1.6235, 0.0980, 1.9970], [-0.7499, -2.1066, 0.1788], [-0.1727, -2.2522, 1.8691], [-1.9136, -2.0010, 1.4709]],
  "lowdin_charge": [0.026, -0.259, -0.214, 0.006, 0.082, 0.078, 0.129, 0.121, 0.110, -0.073, -0.129, -0.324, 0.168, 0.085, 0.098, 0.094],
  "smiles": "N/C=C/O.COC#N",
  "lumo_energy_ev": 0.53,
  "gap_ev": 8.2
}


No. 3
{
  "formula": "C4H8N2O2",
  "method": "wB97M-V/def2-TZVPD",
  "symbols": ["C", "C", "C", "C", "N", "N", "O", "O", "H", "H", "H", "H", "H", "H", "H", "H"],
  "xyz": [[-0.8578, -1.4297, 0.4160], [0.0736, -1.4104, -0.6814], [0.6222, 0.0398, -0.9260], [1.0363, 1.0374, 1.2441], [-1.0518, 1.0196, 0.4217], [0.2470, 1.0544, 0.0985], [-1.5159, -2.2297, 1.0101], [-1.8328, 1.2649, -0.7399], [0.8547, -2.0615, -0.6303], [-0.3462, -1.7462, -1.6014], [1.6987, 0.1090, -1.0363], [0.1019, 0.3489, -1.8420], [1.9546, 1.4833, 1.1575], [0.5117, 1.5743, 2.0686], [1.1856, 0.0880, 1.6393], [-2.6817, 0.8580, -0.5984]],
  "lowdin_charge": [-0.159, -0.131, -0.128, -0.096, -0.021, -0.267, 0.102, -0.054, 0.089, 0.122, 0.117, 0.105, 0.062, 0.114, 0.065, 0.080],
  "lumo_energy_ev": [0.49, 0.65],
  "gap_ev": [8.0, 8.0]
}


No. 4
{
  "formula": "C4H8N2O2",
  "method": "wB97M-V/def2-TZVPD",
  "symbols": ["C", "C", "C", "C", "N", "N", "O", "O", "H", "H", "H", "H", "H", "H", "H", "H"],
  "xyz": [[-1.5696, 0.5121, -0.2461], [-0.5822, 1.3896, 0.3810], [0.4597, 0.4050, 0.9588], [1.5185, -0.4034, -1.1467], [-0.6146, -1.1056, -0.2919], [0.7211, -0.6540, 0.0439], [-2.6653, 0.4460, -0.6544], [-1.3327, -1.6636, 0.8503], [0.0379, 1.8550, -0.4918], [-0.9371, 2.1332, 1.0490], [1.2958, 0.9715, 1.3860], [-0.0814, -0.0958, 1.8506], [2.5203, -0.6641, -0.9950], [1.0459, -1.1004, -1.8626], [1.5701, 0.6036, -1.5797], [-1.3862, -2.6291, 0.7486]],
  "lowdin_charge": [-0.245, -0.096, -0.229, -0.074, -0.048, -0.217, 0.159, -0.090, 0.153, 0.112, 0.121, 0.134, 0.055, 0.094, 0.077, 0.093],
  "lumo_energy_ev": 0.80,
  "gap_ev": 9.2
}


It is found that the ΔE to the lowest compared entry with this formula, charge and spin values, taken in the order of the records, are 7.1980; 4.6911; 6.8578; 5.5557 eV.
It is found that the strongest force on any atom values, taken in the order of the records, are 5.58; 3.32; 3.46; 3.60 eV Å⁻¹.